Entry 1:
Computed, not measured: a molecular structure, C4H2EuLiO2 in a non-equilibrium geometry, with ωB97M-V with the def2-TZVPD basis set.

Positions of all 10 atoms, in Å:
1 Eu -2.327 1.847 -2.236
2 O 0.193 -0.841 3.362
3 O 0.116 -0.813 -1.496
4 C 0.654 -0.445 2.313
5 C 0.744 -0.113 1.092
6 C -0.270 0.495 -1.118
7 C 0.195 0.851 0.102
8 Li 1.071 -1.763 -0.156
9 H -0.092 1.844 0.468
10 H -0.283 -1.062 -2.331

Summary:
- total charge = +1
- energy (eV) = -27795.6579
- 2S+1 = 8
- gap between HOMO and LUMO (alpha / beta) (Ha) = 0.2047 / 0.2060
- ΔE to the lowest compared entry with this formula, charge and spin (eV) = 6.001
- HOMO energy (alpha / beta) (eV) = -9.037 / -11.048

---

Entry 2:
Computed, not measured: 2 unconnected molecules or ions with the total composition C4H8NO2 in a non-equilibrium geometry, with ωB97M-V with the def2-TZVPD basis set.

Positions of all 15 atoms, in Å:
1 O -0.071 -0.141 1.003
2 O -2.788 2.179 0.947
3 N -1.145 -2.059 -0.349
4 C -1.800 2.007 0.394
5 C 1.651 0.598 -0.612
6 C -0.648 1.699 -0.271
7 C 0.348 0.636 0.164
8 H -1.946 -1.725 -0.916
9 H 1.863 1.308 -1.357
10 H 2.436 0.756 0.192
11 H -0.273 -1.842 -0.863
12 H -0.306 2.344 -0.992
13 H 1.654 -0.402 -0.927
14 H -1.298 -3.075 0.006
15 H -1.005 -1.508 0.506

Summary:
- total charge = +1
- energy (eV) = -9854.7656
- 2S+1 = 1
- gap between HOMO and LUMO (Ha) = 0.3488
- ΔE to the lowest compared entry with this formula, charge and spin (eV) = 1.565
- HOMO energy (eV) = -13.415

---

Entry 3:
Computed, not measured: 2 unconnected molecules or ions with the total composition C8H18N2O2 in a non-equilibrium geometry, with ωB97M-V with the def2-TZVPD basis set.

Positions of all 30 atoms, in Å:
1 O -1.014 0.063 1.212
2 O 2.169 0.463 -0.125
3 N 0.389 2.747 -0.562
4 N -0.799 2.878 -0.626
5 C -2.005 0.963 1.660
6 C 3.341 0.638 0.630
7 C 1.475 -0.775 0.095
8 C -3.114 -1.455 -0.623
9 C 2.292 -1.971 -0.392
10 C -0.983 -0.261 -0.113
11 C -2.245 -0.231 -0.928
12 C 0.170 -0.686 -0.643
13 H -2.800 0.686 -0.734
14 H -3.008 0.530 1.620
15 H 1.049 3.568 -0.464
16 H 3.541 1.709 0.660
17 H 0.194 -0.976 -1.680
18 H -2.579 -2.366 -0.881
19 H 2.495 -1.869 -1.456
20 H 3.214 0.271 1.653
21 H -1.975 1.890 1.075
22 H -4.035 -1.416 -1.200
23 H 4.196 0.133 0.171
24 H -1.975 -0.236 -1.983
25 H 0.882 1.825 -0.591
26 H -1.753 1.177 2.698
27 H 1.282 -0.872 1.174
28 H -3.370 -1.501 0.433
29 H 3.237 -2.041 0.141
30 H 1.730 -2.885 -0.223

Summary:
- total charge = 0
- energy (eV) = -15659.5463
- 2S+1 = 1
- gap between HOMO and LUMO (Ha) = 0.3136
- ΔE to the lowest compared entry with this formula, charge and spin (eV) = 1.563
- HOMO energy (eV) = -7.625

---

Entry 4:
Computed, not measured: 2 unconnected molecules or ions with the total composition C4H4N2 in a non-equilibrium geometry, with ωB97M-V with the def2-TZVPD basis set.

Positions of all 10 atoms, in Å:
1 N -2.384 -0.444 1.796
2 N 2.103 -0.513 -0.266
3 C -1.482 -0.002 1.222
4 C -0.337 0.378 0.453
5 C 1.508 -1.124 0.562
6 C -0.462 0.333 -0.891
7 H 1.914 0.268 -0.880
8 H -1.450 0.497 -1.284
9 H 0.497 0.737 1.037
10 H 0.255 -0.004 -1.631

Summary:
- total charge = 0
- energy (eV) = -7188.8510
- 2S+1 = 1
- gap between HOMO and LUMO (Ha) = 0.3539
- ΔE to the lowest compared entry with this formula, charge and spin (eV) = 3.838
- HOMO energy (eV) = -10.175

---

Entry 5:
Computed, not measured: 6 unconnected molecules or ions with the total composition C31H61FN2O13S5 in a non-equilibrium geometry, with ωB97M-V with the def2-TZVPD basis set.

Positions of all 113 atoms, in Å:
1 S 3.888 -0.769 -3.403
2 S -6.043 4.923 -1.897
3 S -2.803 -6.421 -2.430
4 S 5.600 3.587 -2.148
5 S -0.184 -3.343 6.596
6 F -3.122 0.004 2.283
7 O -3.367 -5.228 -3.021
8 O 0.845 -4.301 6.936
9 O 4.345 -0.483 -2.060
10 O 0.251 -3.720 0.906
11 O -0.627 -3.135 5.235
12 O -3.551 -7.655 -2.316
13 O -5.129 4.202 -1.035
14 O -5.720 5.241 -3.270
15 O -0.407 0.382 3.377
16 O 4.407 4.338 -2.476
17 O 3.693 0.270 -4.391
18 O 0.109 1.806 1.601
19 O 6.042 3.396 -0.783
20 N 1.347 1.583 -0.552
21 N -1.039 -2.446 2.444
22 C -0.225 -5.981 -2.414
23 C 0.689 -1.242 0.660
24 C 4.917 -2.046 -4.115
25 C 3.265 1.830 1.205
26 C 2.399 -1.744 -3.308
27 C -1.054 -1.243 7.888
28 C -8.576 5.079 -1.109
29 C -8.049 6.499 -1.320
30 C 4.043 2.875 2.165
31 C -7.643 4.127 -1.858
32 C -2.117 -5.997 -0.834
33 C -0.606 -6.200 -0.950
34 C 7.368 3.093 -4.069
35 C -0.868 1.150 2.430
36 C -0.057 -2.516 1.334
37 C -6.548 6.422 -1.074
38 C -1.699 -2.441 8.585
39 C -2.474 1.311 2.351
40 C -3.016 2.314 1.209
41 C 4.039 -3.295 -4.215
42 C -0.364 -0.173 -0.021
43 C 2.591 -2.827 -4.361
44 C -4.659 2.435 1.257
45 C -1.245 -6.765 -3.229
46 C -1.619 -3.628 7.624
47 C 6.958 4.222 -3.123
48 C 2.268 2.559 0.119
49 C 5.504 1.999 -2.950
50 C 0.249 -1.761 7.296
51 C 0.061 1.373 0.209
52 C 6.129 2.231 -4.319
53 H 2.345 -2.176 -2.305
54 H 5.783 -2.213 -3.473
55 H -1.063 -7.840 -3.158
56 H -6.329 6.308 -0.009
57 H -8.565 4.841 -0.040
58 H -2.797 1.810 0.176
59 H 4.469 1.670 -3.001
60 H 6.096 1.292 -2.363
61 H -2.365 -4.954 -0.626
62 H 3.334 3.737 2.471
63 H -7.557 3.165 -1.349
64 H -2.496 -3.677 6.975
65 H 0.658 -1.110 6.522
66 H -0.879 -0.416 8.581
67 H 1.528 -1.115 -3.493
68 H 0.795 -6.314 -2.622
69 H -1.145 -2.671 9.502
70 H -2.734 -2.235 8.871
71 H -1.470 -0.414 0.228
72 H 2.726 1.045 1.854
73 H 1.081 1.924 -1.508
74 H -5.061 2.699 2.304
75 H -9.607 4.975 -1.457
76 H -8.530 7.214 -0.648
77 H -0.290 -4.915 -2.658
78 H -0.523 -2.360 3.349
79 H 5.427 2.771 -4.965
80 H 6.600 5.095 -3.674
81 H 7.779 3.489 -5.001
82 H 4.140 -3.890 -3.301
83 H 4.346 -3.926 -5.053
84 H -1.712 -0.882 7.090
85 H -1.499 -4.572 8.159
86 H 4.087 1.251 0.609
87 H 1.883 -3.649 -4.225
88 H 1.753 3.503 0.547
89 H 5.046 3.264 1.703
90 H -8.244 6.816 -2.350
91 H -5.021 3.123 0.405
92 H -0.261 -0.363 -1.174
93 H -2.803 1.771 3.377
94 H 5.244 -1.707 -5.101
95 H 7.776 4.510 -2.461
96 H -6.002 7.273 -1.481
97 H -5.049 1.360 0.996
98 H -0.732 2.059 -0.319
99 H -7.970 3.974 -2.889
100 H 8.147 2.483 -3.599
101 H 2.436 -2.409 -5.361
102 H -1.677 -3.259 2.468
103 H -2.552 -6.643 -0.070
104 H -1.287 -6.459 -4.275
105 H -0.065 -5.521 -0.286
106 H -2.526 3.370 1.235
107 H 1.424 -0.701 1.370
108 H -0.348 -7.223 -0.655
109 H 2.989 2.949 -0.717
110 H 1.351 -1.687 -0.197
111 H 4.346 2.312 3.147
112 H 0.995 -1.934 8.076
113 H 6.382 1.288 -4.809

Summary:
- total charge = 0
- energy (eV) = -119621.3297
- 2S+1 = 1
- gap between HOMO and LUMO (Ha) = 0.3343
- SMILES = CCCN[C@@H](CCC(N)=O)OC(=O)[C@H](F)CC.O=S1(=O)CCCC1.O=S1(=O)CCCC1.O=S1(=O)CCCC1.O=S1(=O)CCCC1.O=S1(=O)CCCC1
- HOMO energy (eV) = -8.694

---

Entry 6:
Computed, not measured: a molecular structure, C3HBr3F4 in a non-equilibrium geometry, with ωB97M-V with the def2-TZVPD basis set.

Positions of all 11 atoms, in Å:
1 Br -1.300 2.001 -0.644
2 Br -2.108 -1.088 -0.769
3 Br 2.511 -1.442 -0.418
4 F 0.622 0.684 1.565
5 F 0.061 -1.358 1.106
6 F 0.585 -0.346 -1.785
7 F -1.912 0.491 1.465
8 C 1.200 -0.047 -0.603
9 C -1.309 0.338 0.278
10 C 0.132 -0.136 0.566
11 H 1.519 0.903 -0.761

Summary:
- total charge = 0
- energy (eV) = -224123.6988
- 2S+1 = 1
- gap between HOMO and LUMO (Ha) = 0.4065
- ΔE to the lowest compared entry with this formula, charge and spin (eV) = 0.000
- HOMO energy (eV) = -10.889

---

Entry 7:
Computed, not measured: a molecular structure, C50H67KN7PTe, with ωB97M-V with the def2-TZVPD basis set.

Positions of all 127 atoms, in Å:
1 Te -0.552 4.016 -0.094
2 K -2.100 0.673 -0.873
3 P 1.886 -0.953 -0.840
4 N -6.459 3.210 -5.408
5 N -8.921 2.820 -1.693
6 N -1.667 -1.622 -2.073
7 N -2.035 3.325 -4.532
8 N -0.861 2.082 -3.133
9 N -4.579 1.554 -1.895
10 N -2.322 -1.459 0.868
11 C -0.771 3.869 -4.478
12 C -0.846 4.323 6.370
13 C 1.572 -0.592 -4.990
14 C -1.739 -2.664 -1.185
15 C -2.092 -0.483 3.054
16 C -2.163 -0.568 4.437
17 C -1.886 4.269 2.702
18 C 0.896 -4.103 1.726
19 C -2.704 -1.682 5.061
20 C 2.165 -1.326 -2.642
21 C -0.083 0.807 2.191
22 C -3.934 -3.749 2.162
23 C -2.022 -2.533 0.216
24 C 5.693 0.964 0.948
25 C -3.229 -2.692 4.279
26 C 0.441 4.182 4.205
27 C 1.879 4.023 2.178
28 C 0.523 4.139 2.811
29 C -1.453 -3.888 -1.814
30 C -7.920 2.675 -2.256
31 C -3.309 -5.136 2.296
32 C -6.584 2.900 -4.299
33 C 1.695 -0.161 -3.523
34 C -0.062 3.086 -3.612
35 C -2.522 -1.571 2.265
36 C 1.710 -2.667 -0.158
37 C -0.646 4.186 2.037
38 C 2.223 -4.888 1.812
39 C 3.892 -1.444 -4.529
40 C -5.574 1.958 -2.328
41 C -3.173 -2.655 2.885
42 C 3.560 -1.830 -3.085
43 C 3.956 0.893 -0.915
44 C -1.195 -3.577 -3.152
45 C -1.342 -2.181 -3.243
46 C 5.387 1.284 -0.524
47 C -2.025 2.249 -3.711
48 C 3.362 -4.155 1.103
49 C -1.925 4.312 4.092
50 C -3.196 3.820 -5.243
51 C -3.182 4.299 1.945
52 C -6.708 2.505 -2.953
53 C -0.772 4.269 4.867
54 C 2.657 -1.598 -5.405
55 C 2.928 -3.626 -0.261
56 C 1.117 -2.670 1.256
57 C 3.520 -0.386 -0.191
58 C -1.582 0.797 2.441
59 C 3.440 -0.095 1.325
60 C 4.414 1.003 1.773
61 H 5.534 2.351 -0.713
62 H -4.030 4.349 2.630
63 H 4.629 0.890 2.838
64 H 0.193 0.087 1.418
65 H 1.363 4.137 4.781
66 H -4.941 -3.780 2.591
67 H -3.931 -5.902 1.829
68 H 0.462 0.545 3.103
69 H -2.990 3.904 -6.310
70 H 4.293 -1.149 -0.352
71 H 4.349 -1.461 -2.425
72 H -3.216 5.147 1.258
73 H 0.219 -4.590 1.016
74 H -1.445 -4.862 -1.341
75 H 0.910 -3.058 -0.801
76 H 3.896 0.778 -1.997
77 H 2.669 -4.474 -0.906
78 H -0.517 4.770 -5.009
79 H 2.038 4.814 1.441
80 H 0.740 0.227 -3.162
81 H -2.919 1.663 -3.550
82 H 3.698 -3.316 1.720
83 H -1.852 1.632 3.093
84 H -1.900 -3.475 0.756
85 H 4.228 -4.815 0.996
86 H 0.238 1.789 1.845
87 H 2.280 -2.621 -5.292
88 H -2.321 -5.184 1.835
89 H 0.176 -2.123 1.253
90 H 3.587 -2.920 -2.999
91 H 6.094 0.753 -1.171
92 H -3.499 4.790 -4.850
93 H 1.437 -2.132 -2.809
94 H -1.557 3.591 6.762
95 H -1.226 -1.567 -4.127
96 H 1.760 -2.142 1.967
97 H 2.394 0.678 -3.440
98 H 4.721 -2.057 -4.896
99 H 0.384 -4.109 2.691
100 H 3.946 1.985 1.665
101 H 6.439 1.660 1.339
102 H -0.948 -4.257 -3.956
103 H 2.903 -1.482 -6.464
104 H 0.947 3.224 -3.258
105 H -2.125 0.965 1.512
106 H 4.240 -0.406 -4.574
107 H 2.102 -5.878 1.362
108 H -1.811 0.275 5.023
109 H 2.422 0.197 1.594
110 H 2.494 -5.064 2.857
111 H -3.284 3.419 1.306
112 H 3.650 -1.016 1.879
113 H 0.588 -1.034 -5.153
114 H 0.126 4.114 6.820
115 H -2.764 -1.737 6.141
116 H 3.776 -3.139 -0.743
117 H 3.248 1.690 -0.664
118 H -1.169 5.305 6.727
119 H 6.136 -0.036 1.030
120 H -2.895 4.370 4.580
121 H -3.179 -5.403 3.348
122 H 1.967 3.092 1.610
123 H -4.072 -3.492 1.112
124 H -3.732 -3.532 4.750
125 H 1.621 0.295 -5.629
126 H -4.021 3.126 -5.094
127 H 2.665 4.061 2.937

Summary:
- total charge = -2
- energy (eV) = -96279.3291
- 2S+1 = 1
- gap between HOMO and LUMO (Ha) = 0.1988
- HOMO energy (eV) = -1.603

---

Q: What is the energy in the seventh record?
A: -96279.3291 eV

---

Q: Among the records above, which one has the lowest total charge?
A: C50H67KN7PTe

---

Q: Which formula does entry 4 have?
A: C4H4N2